{
  "formula": "C8H11NPSSm",
  "method": "ωB97M-V/def2-TZVPD",
  "gap_ha": [0.17307, 0.15631],
  "lumo_energy_ev": [-1.1, -1.6],
  "e_tot_ev": -47981.1771,
  "spin_multiplicity": 6,
  "species": ["C", "C", "C", "C", "C", "Sm", "P", "H", "H", "H", "H", "H", "H", "H", "H", "S", "C", "C", "N", "C", "H", "H", "H"],
  "coordinates": [[0.8460, 1.7262, -1.1601], [2.2507, 1.5637, -1.0320], [2.6504, 0.4370, -1.7953], [1.5086, -0.0121, -2.5279], [0.3759, 0.7225, -2.1039], [-1.0695, -0.3563, 1.4502], [-3.1264, 1.2410, 1.4636], [0.2805, 2.6031, -0.8665], [2.8929, 2.0997, -0.3720], [3.5705, -0.1258, -1.6541], [-0.5810, 0.7624, -2.5958], [1.5215, -0.8468, -3.1831], [-3.9134, 1.2031, 0.2312], [-2.5379, 2.5079, 1.9878], [-3.3243, 0.1232, 2.5117], [-1.2307, -3.6311, 3.5173], [-0.9274, -4.5973, 2.0392], [-0.4657, -3.8358, 1.0059], [-0.3758, -2.4717, 1.4062], [-0.7984, -2.2033, 2.6990], [-1.0768, -5.6731, 2.0113], [-0.1237, -4.0285, -0.0117], [-0.6808, -1.1618, 3.1841]],
  "atomic_forces_ev_per_a": [[-0.025, -0.624, -0.529], [-0.560, -1.296, 0.008], [-1.187, 0.294, 0.092], [0.198, 0.433, 1.580], [0.965, 0.658, 0.404], [2.287, 2.594, -3.498], [-1.229, 1.184, -0.053], [-0.022, 0.012, 0.041], [0.309, 0.427, 0.362], [0.041, 0.387, -0.441], [-0.249, -0.111, -0.069], [-0.135, -0.571, -0.541], [0.230, 0.440, 1.303], [-1.131, -1.203, -0.587], [-0.145, 1.034, -0.723], [0.075, -1.315, -0.243], [0.242, 0.042, -0.336], [-0.134, 2.447, 2.385], [0.409, -1.263, -0.511], [-0.344, -1.127, -0.610], [-0.040, 0.302, 0.287], [-0.327, -0.365, 0.484], [0.769, -2.382, 1.193]]
}

***

{
  "formula": "C8H11O5S",
  "method": "ωB97M-V/def2-TZVPD",
  "gap_ha": [0.24651, 0.27259],
  "total_charge": -1,
  "relative_energy_kcal_mol": 70.0,
  "lumo_energy_ev": [3.1, 3.3],
  "e_tot_ev": -29544.6190,
  "species": ["C", "C", "C", "C", "C", "C", "C", "C", "O", "O", "O", "O", "O", "S", "H", "H", "H", "H", "H", "H", "H", "H", "H", "H", "H"],
  "coordinates": [[2.0534, -2.0414, -1.8339], [-1.6509, 1.0440, 2.1515], [1.1386, -1.5996, -0.8913], [-2.1831, 0.4062, 1.1403], [-1.3876, -0.3122, 0.0470], [-3.7176, 0.4249, 0.8800], [1.2350, 0.7372, -2.0181], [0.8401, -0.2818, -0.8776], [1.7372, 0.4892, 2.3164], [-1.8430, -1.2635, -0.5512], [3.1005, 1.8477, 0.6743], [3.7199, -0.4364, 1.1781], [-0.2029, 0.2787, -0.0932], [2.6282, 0.5404, 1.1247], [2.3867, -3.0083, -1.9027], [2.2532, -1.2621, -2.5130], [-2.0592, 1.3687, 3.0818], [-0.5263, 1.2375, 2.3330], [1.0658, -2.2717, -0.0591], [-4.3512, 0.3677, 1.8592], [-4.1697, -0.4930, 0.3609], [-3.9470, 1.3914, 0.3143], [2.2972, 0.7178, -2.1755], [0.7610, 1.7264, -1.5585], [0.8213, 0.3921, -2.9873]],
  "atomic_forces_ev_per_a": [[-2.417, 2.306, 1.068], [3.914, 0.506, 1.525], [2.675, -2.595, -0.486], [-2.074, -0.572, -1.513], [-0.842, 0.360, 0.786], [-1.339, -0.748, 0.978], [-2.173, -0.089, 2.302], [-0.417, 3.640, -0.481], [0.497, 0.419, -0.916], [0.691, 0.568, 0.162], [-0.498, 0.493, 0.080], [-0.267, -0.276, -0.103], [0.533, -0.669, -0.359], [-0.180, -0.810, 0.405], [0.948, -1.949, -0.105], [0.908, -0.022, -1.351], [-1.606, 0.362, 0.020], [-1.485, -0.955, -1.168], [-1.114, 0.000, 0.519], [1.373, 0.725, -1.400], [1.238, 1.414, 0.139], [0.015, -1.460, 0.719], [0.545, 0.641, 0.397], [1.458, -1.796, -1.692], [-0.383, 0.506, 0.473]]
}

***

{
  "formula": "C8H11P",
  "method": "ωB97M-V/def2-TZVPD",
  "gap_ha": [0.26276, 0.22604],
  "relative_energy_kcal_mol": 95.8,
  "lumo_energy_ev": [0.9, -2.4],
  "e_tot_ev": -17755.8597,
  "spin_multiplicity": 3,
  "species": ["C", "C", "C", "C", "C", "C", "C", "C", "P", "H", "H", "H", "H", "H", "H", "H", "H", "H", "H", "H"],
  "coordinates": [[2.5558, -0.6794, 0.4510], [-0.4430, 2.0101, -0.6090], [-1.1663, 0.7147, -0.1924], [0.1760, 0.1844, 0.4375], [0.7876, 1.3878, -0.1314], [-2.3817, 1.0814, 0.7542], [0.8937, -1.9594, -0.9822], [1.0777, -1.0943, 0.2718], [2.7110, 0.9875, 0.1224], [-0.7629, 2.9457, -1.0746], [-1.4996, 0.0897, -0.9932], [0.1984, 0.4212, 1.5417], [-3.1609, 1.5421, 0.0855], [-2.1841, 1.8005, 1.4672], [-2.9683, 0.2418, 1.1374], [-0.1966, -2.3075, -1.2642], [1.4883, -2.8307, -1.1270], [0.9272, -1.3348, -1.8594], [3.1817, -1.4615, 0.7874], [0.7660, -1.7395, 1.1771]],
  "atomic_forces_ev_per_a": [[-4.040, -2.709, 0.134], [3.449, -2.826, 1.120], [-1.314, 1.049, 1.668], [-0.231, 0.136, 1.197], [1.697, 0.737, -0.905], [-1.313, -1.702, -3.438], [-3.500, 0.594, -1.485], [-1.258, -1.604, 1.724], [-0.320, 5.831, -1.753], [0.314, -0.410, 0.268], [-0.269, -0.320, -0.669], [-0.549, -0.644, -0.807], [0.752, -0.078, 0.346], [0.823, 1.241, 1.718], [0.611, -0.191, 0.369], [1.533, 0.325, 1.625], [0.829, -0.398, 0.306], [1.096, 0.505, -0.522], [0.971, -0.129, 0.329], [0.720, 0.591, -1.224]]
}

***

{
  "formula": "C8H12B8F32Li5O6",
  "method": "ωB97M-V/def2-TZVPD",
  "gap_ha": 0.28943,
  "total_charge": -3,
  "lumo_energy_ev": 3.5,
  "e_tot_ev": -114226.8415,
  "species": ["Li", "Li", "Li", "Li", "Li", "B", "F", "F", "F", "F", "B", "F", "F", "F", "F", "B", "F", "F", "F", "F", "B", "F", "F", "F", "F", "B", "F", "F", "F", "F", "B", "F", "F", "F", "F", "B", "F", "F", "F", "F", "B", "F", "F", "F", "F", "C", "C", "C", "O", "C", "O", "O", "H", "H", "H", "H", "H", "H", "C", "C", "C", "O", "C", "O", "O", "H", "H", "H", "H", "H", "H"],
  "coordinates": [[-2.8452, 3.2864, 1.7788], [0.8513, 2.5392, 5.4481], [4.0750, -1.0092, 0.1532], [-0.9770, -1.4540, 1.7142], [3.1441, 4.5793, -0.5144], [6.0436, -0.8769, 3.0461], [4.7263, -1.0634, 3.3008], [6.7315, -1.5018, 4.0739], [6.2467, -1.4188, 1.7165], [6.3717, 0.4441, 2.9610], [2.0740, -4.1913, 1.0138], [2.8381, -3.5869, 0.1037], [2.6360, -4.0380, 2.2609], [0.8066, -3.7930, 1.0048], [2.0890, -5.5129, 0.6192], [-0.1885, 6.4112, -1.1691], [-1.2717, 6.3227, -1.9979], [1.0551, 6.1864, -1.8642], [-0.1769, 7.5991, -0.5407], [-0.3699, 5.3996, -0.2687], [0.5203, -1.4918, 5.9548], [0.5767, -0.1666, 6.2537], [0.1813, -1.5868, 4.5870], [1.7810, -2.0560, 6.1455], [-0.4066, -2.2011, 6.6874], [5.7758, 2.2210, -1.7746], [5.1403, 1.0319, -1.9127], [4.8863, 3.1986, -2.0828], [6.1082, 2.3185, -0.4215], [6.8953, 2.3944, -2.6042], [0.9992, 1.4065, 0.9055], [-0.3094, 1.4989, 0.5831], [1.3248, 0.1281, 0.8966], [1.7813, 1.9746, -0.0917], [1.1168, 1.9774, 2.1347], [-3.8175, 1.2820, 4.2518], [-4.6703, 1.6385, 3.2199], [-4.3212, 0.2354, 4.8623], [-2.5457, 1.1635, 3.7394], [-3.8068, 2.2723, 5.1622], [3.2580, 5.7947, 2.9457], [2.2774, 5.3552, 3.7880], [2.7510, 6.3364, 1.7804], [3.9177, 6.7347, 3.6135], [4.1063, 4.7135, 2.5610], [-8.4921, -1.1627, -1.9368], [-7.3696, -2.1050, -1.5039], [-6.4168, -2.6323, -2.5362], [-5.0809, -2.3648, -1.9873], [-5.2802, -1.6539, -0.7950], [-4.3299, -1.1103, -0.1612], [-6.5557, -1.3544, -0.5904], [-8.1737, -0.2714, -2.4775], [-9.0730, -0.7048, -1.1361], [-9.2034, -1.6050, -2.6343], [-7.7616, -2.7985, -0.7599], [-6.5835, -2.1524, -3.5005], [-6.6727, -3.6900, -2.6001], [0.5355, -1.9723, -3.3224], [1.3471, -2.8914, -4.2750], [0.5901, -3.8569, -5.1689], [1.2389, -3.8303, -6.4226], [2.0175, -2.6906, -6.5171], [2.5139, -2.3315, -7.6109], [2.2040, -2.1989, -5.1942], [-0.0420, -2.4396, -2.5248], [-0.1917, -1.4513, -3.9453], [1.1886, -1.2489, -2.8344], [2.0034, -3.4830, -3.6367], [-0.4737, -3.6195, -5.1609], [0.6819, -4.8759, -4.7929]],
  "atomic_forces_ev_per_a": [[0.337, -0.694, 0.293], [0.262, -0.770, -0.534], [0.421, 0.001, 0.799], [0.956, 0.133, 0.416], [-0.097, -0.283, 0.285], [0.051, -0.197, -0.419], [-2.191, 0.041, 0.105], [1.100, -0.541, -0.019], [0.238, -0.489, -0.344], [0.466, 1.227, 0.134], [1.670, -2.173, 1.798], [1.939, 3.011, -2.673], [0.121, 0.100, 0.783], [-3.834, 1.933, -0.094], [-0.224, -2.286, -0.166], [0.730, -0.814, -0.531], [-1.141, 0.257, -1.837], [-0.064, -0.005, 0.064], [0.276, 2.001, 0.763], [0.181, -1.698, 1.728], [1.017, -2.176, -1.168], [-0.212, 2.895, 0.880], [-0.507, 0.006, -0.935], [0.158, 0.008, 0.216], [-0.798, 0.011, 0.710], [1.591, 0.259, 1.246], [-0.799, -2.526, -0.774], [-2.049, 2.435, -0.457], [0.501, 0.351, 0.313], [0.211, -0.407, -0.109], [0.784, 1.929, -0.555], [-3.598, 0.299, -0.982], [0.934, -4.584, 0.577], [0.659, 1.375, -0.474], [0.674, 0.895, 1.707], [-0.170, 0.775, -0.075], [-0.770, 0.976, -2.214], [-0.773, -3.570, 1.011], [1.625, -0.350, -1.119], [0.368, 2.915, 1.711], [0.755, -1.490, -1.197], [-1.999, -1.270, 1.036], [-0.790, 0.208, -1.431], [2.024, 2.207, 1.382], [-0.204, 0.091, 0.052], [-0.386, 0.489, -0.828], [-1.477, 1.711, 1.884], [0.055, -0.347, 0.388], [-1.903, 0.016, 1.093], [4.606, 3.401, 0.675], [-3.748, -2.979, -2.346], [1.050, 0.038, -0.039], [0.813, -0.129, -0.119], [0.157, -0.632, 0.461], [-0.013, -0.504, 0.147], [-0.392, -0.962, -0.929], [0.503, 0.083, 0.030], [0.868, -0.194, -0.375], [0.110, 0.313, -1.391], [0.472, -0.633, 1.546], [-0.254, -0.741, 1.108], [0.083, 1.547, -0.609], [1.375, 0.017, -1.416], [-1.828, -0.898, 4.946], [-0.380, 0.384, -3.019], [0.345, -0.693, -0.207], [-0.040, 0.399, 0.065], [0.047, -0.001, -0.202], [0.269, 0.067, -0.015], [-0.113, 0.212, -0.789], [-0.050, 0.023, 0.040]]
}